Entry from the Open Molecules 2025 dataset: C2H5N in the gas phase (ωB97M-V with the def2-TZVPD basis set).

Computed properties:
- Spin multiplicity: 1
- Orbital gap: 0.4096 Eh
- Electronic energy: -3644.0988 eV
- SMILES: C=NC
- Highest occupied orbital energy: -9.90 eV

Geometry as XYZ:
```
8
Properties=species:S:1:pos:R:3:forces:R:3:nbo_charge:R:1
H 1.034528 1.088254 -0.647032 -0.2515 0.0560 0.0598 0.136
H -1.655025 -0.887345 0.654266 0.0575 -0.0186 0.0497 0.203
C 1.261515 0.171840 -0.094209 0.4032 -0.1129 0.0905 -0.058
H -1.132838 0.787124 0.468965 -0.0138 0.0860 0.0545 0.190
N 0.416374 -0.650056 0.343822 -0.4856 0.5228 -0.1950 -0.378
C -0.972296 -0.231218 0.118096 -0.2933 -0.2872 0.0392 -0.459
H 2.306216 -0.012723 0.092233 0.3958 -0.1664 -0.0622 0.168
H -1.258474 -0.265879 -0.936142 0.1876 -0.0797 -0.0366 0.198
```
Forces are in eV/Å.